Entry 1:
Computed, not measured: C37H25IN3O4PYb as an isolated structure at a distorted geometry, with ωB97M-V/def2-TZVPD.

```
72
C37H25IN3O4PYb, DFT ωB97M-V/def2-TZVPD
Yb -1.160 -0.564 -0.004
O 3.065 -6.436 1.891
N 3.780 -5.530 1.501
O 4.989 -5.514 1.578
C 3.103 -4.294 1.030
C 3.750 -3.573 0.107
C 3.147 -2.395 -0.438
C 3.806 -1.577 -1.371
C 3.187 -0.444 -1.822
C 1.906 -0.145 -1.346
N 1.267 -0.906 -0.476
C 1.872 -2.023 -0.025
C 1.178 -2.821 0.964
N -0.056 -2.415 1.340
C -0.667 -3.049 2.322
C -0.096 -4.127 2.995
C 1.130 -4.581 2.593
C 1.799 -3.934 1.533
H 4.731 -3.885 -0.223
H 4.798 -1.850 -1.715
H 3.663 0.217 -2.534
H 1.381 0.740 -1.682
H -1.656 -2.696 2.592
H -0.627 -4.595 3.812
H 1.582 -5.428 3.084
C 0.871 6.471 -0.077
C 0.521 5.716 -1.187
C 0.118 4.395 -1.024
C 0.056 3.833 0.252
C 0.405 4.600 1.363
C 0.811 5.915 1.196
P -0.509 2.124 0.423
C 0.540 1.409 1.758
C 0.028 0.652 2.808
C 0.887 0.011 3.705
C 2.257 0.111 3.555
C 2.781 0.877 2.510
C 1.933 1.512 1.622
C -2.187 2.089 1.115
C -2.850 3.216 1.593
C -4.147 3.079 2.068
C -4.752 1.827 2.062
C -4.072 0.718 1.573
C -2.773 0.803 1.068
H 1.193 7.498 -0.201
H 0.565 6.152 -2.178
H -0.161 3.800 -1.887
H 0.357 4.167 2.357
H 1.078 6.511 2.060
H -1.043 0.609 2.966
H 0.474 -0.554 4.533
H 2.921 -0.380 4.258
H 3.855 0.982 2.401
H 2.351 2.113 0.819
H -2.368 4.187 1.588
H -4.686 3.944 2.438
H -5.766 1.718 2.430
H -4.591 -0.236 1.575
I -3.586 -1.797 -8.364
C -2.968 -1.527 -6.398
C -3.366 -2.438 -5.426
C -2.952 -2.253 -4.118
C -2.150 -1.165 -3.789
C -1.758 -0.257 -4.768
C -2.166 -0.436 -6.079
C -1.718 -0.980 -2.398
O -0.991 0.012 -2.043
O -2.070 -1.824 -1.491
H -3.991 -3.281 -5.688
H -3.250 -2.949 -3.343
H -1.140 0.588 -4.495
H -1.866 0.264 -6.847
```

Charge: +1
⟨S²⟩: 0.751
HOMO-LUMO gap (alpha / beta): 0.2594 / 0.2594 Ha
2S+1: 2
E_HOMO (alpha / beta): -10.8 / -10.8 eV
Relative energy (zero: lowest compared OMol25 entry of this formula, charge and spin): 0.0 kJ/mol

Entry 2:
Computed, not measured: C37H26BCl2F4I2N2O4PS2Ti as an isolated structure, with ωB97M-V/def2-TZVPD.

```
82
C37H26BCl2F4I2N2O4PS2Ti, DFT ωB97M-V/def2-TZVPD
Ti 0.643 0.732 0.718
O -0.913 -0.404 1.978
S -0.059 -1.576 2.290
O 0.330 -1.719 3.665
O 1.041 -1.533 1.305
C -1.062 -2.973 1.861
C -1.291 -3.941 2.827
C -2.091 -5.033 2.524
C -2.655 -5.144 1.262
C -2.417 -4.168 0.304
C -1.618 -3.065 0.581
P -1.255 -1.782 -0.712
C -0.791 -2.960 -2.048
C 0.421 -3.624 -1.839
C 0.913 -4.517 -2.774
C 0.208 -4.757 -3.948
C -0.995 -4.104 -4.164
C -1.493 -3.214 -3.219
C -2.928 -1.197 -1.141
C -3.980 -1.246 -0.228
C -5.184 -0.613 -0.502
C -5.353 0.085 -1.688
C -4.301 0.165 -2.591
C -3.094 -0.460 -2.317
H -0.844 -3.820 3.804
H -2.273 -5.795 3.271
H -3.279 -5.996 1.019
H -2.857 -4.264 -0.683
H 0.984 -3.430 -0.930
H 1.854 -5.022 -2.592
H 0.600 -5.441 -4.691
H -1.555 -4.283 -5.074
H -2.440 -2.727 -3.405
H -3.855 -1.763 0.716
H -5.988 -0.658 0.223
H -6.291 0.585 -1.897
H -4.405 0.736 -3.505
H -2.263 -0.330 -2.999
I 5.555 0.026 2.234
C 4.722 1.627 1.223
C 5.521 2.745 0.886
C 5.001 3.806 0.208
I 6.250 5.409 -0.253
C 3.629 3.812 -0.183
C 2.973 4.834 -0.908
C 1.661 4.691 -1.241
C 0.962 3.530 -0.840
N 1.536 2.579 -0.150
C 2.856 2.699 0.164
C 3.393 1.572 0.872
O 2.590 0.579 1.117
H 6.565 2.740 1.170
H 3.526 5.717 -1.202
H 1.136 5.440 -1.815
H -0.077 3.390 -1.104
S -2.642 3.702 2.061
C -3.167 3.133 0.533
C -2.275 2.266 -0.029
C -1.117 2.032 0.779
C -1.200 2.765 1.929
C -0.194 2.659 2.977
C -0.193 3.407 4.154
C 0.787 3.176 5.098
C 1.745 2.201 4.860
C 1.693 1.510 3.665
N 0.763 1.742 2.737
H -4.112 3.463 0.126
H -2.430 1.820 -1.002
H -0.961 4.152 4.313
H 0.802 3.750 6.016
H 2.521 1.972 5.577
H 2.409 0.736 3.422
Cl 5.374 -0.134 -1.801
C 4.116 -1.371 -1.549
Cl 2.493 -0.741 -1.724
H 4.234 -1.760 -0.543
H 4.263 -2.137 -2.301
F -0.049 0.840 -1.588
B -0.021 1.148 -3.013
F 1.159 1.818 -3.304
F -1.135 1.969 -3.263
F -0.127 -0.057 -3.707
```

Charge: -1
⟨S²⟩: 0.754
HOMO-LUMO gap (alpha / beta): 0.2652 / 0.2777 Ha
2S+1: 2
E_HOMO (alpha / beta): -5.3 / -5.6 eV
Relative energy (zero: lowest compared OMol25 entry of this formula, charge and spin): 0.0 kJ/mol

Entry 3:
Computed, not measured: C37H26BiF5N6O5 as an isolated structure at a distorted geometry, with ωB97M-V/def2-TZVPD.

```
80
C37H26BiF5N6O5, DFT ωB97M-V/def2-TZVPD
Bi 1.140 1.107 -0.825
O 1.545 0.865 2.321
C 0.439 1.479 3.018
C -0.512 2.319 2.014
O -1.180 3.127 2.643
O -0.423 2.114 0.739
C 0.996 2.377 4.174
C 1.493 1.795 5.342
C 2.403 2.465 6.174
C 2.722 3.797 5.898
C 2.123 4.422 4.823
C 1.283 3.738 3.983
C -0.423 0.345 3.566
C -1.428 0.616 4.546
C -2.258 -0.383 4.978
C -2.239 -1.620 4.340
C -1.251 -1.923 3.431
C -0.349 -0.947 3.054
H 2.217 1.573 2.154
H 1.233 0.772 5.608
H 2.887 1.963 6.991
H 3.419 4.327 6.566
H 2.348 5.468 4.663
H 0.856 4.269 3.126
H -1.532 1.637 4.933
H -2.981 -0.184 5.772
H -2.929 -2.399 4.640
H -1.125 -2.927 3.021
H 0.455 -1.183 2.329
O 0.522 -0.453 -4.776
C 0.986 -0.210 -3.670
O 0.561 0.767 -2.885
C 2.177 -1.037 -3.166
C 2.666 -2.123 -3.946
C 3.741 -2.836 -3.471
C 4.359 -2.405 -2.280
C 3.794 -1.376 -1.547
N 2.725 -0.691 -1.981
H 2.148 -2.412 -4.867
H 4.104 -3.712 -4.032
H 5.288 -2.878 -1.925
H 4.288 -1.009 -0.636
C -2.945 0.275 -0.697
C -2.138 -0.962 -0.558
N -0.807 -0.991 -0.480
C -0.462 -2.339 -0.460
C -1.575 -3.124 -0.290
N -2.680 -2.235 -0.416
C -4.153 -2.530 -0.430
N -4.781 -2.544 -1.788
N -5.779 -1.624 -2.022
N -6.029 -1.536 -3.305
C -5.158 -2.372 -4.000
C -4.933 -2.516 -5.365
C -3.831 -3.320 -5.746
C -3.060 -4.003 -4.813
C -3.321 -3.913 -3.452
C -4.356 -3.061 -3.020
H -3.047 0.711 0.322
H -3.931 0.145 -1.148
H -2.343 1.000 -1.275
H 0.542 -2.660 -0.521
H -1.690 -4.213 -0.222
H -4.765 -1.767 0.043
H -4.302 -3.511 0.053
H -5.561 -1.995 -6.060
H -3.629 -3.380 -6.832
H -2.223 -4.636 -5.132
H -2.708 -4.475 -2.742
F 3.270 2.658 1.207
C 3.380 3.255 -0.038
C 2.858 2.640 -1.179
C 3.253 3.112 -2.409
F 2.852 2.535 -3.576
C 4.118 4.188 -2.524
F 4.466 4.555 -3.788
C 4.594 4.873 -1.411
F 5.566 5.813 -1.548
C 4.214 4.376 -0.159
F 4.807 4.935 0.940
```

HOMO-LUMO gap: 0.2515 Ha
2S+1: 1
E_HOMO: -8.5 eV
Relative energy (zero: lowest compared OMol25 entry of this formula, charge and spin): 0.0 kJ/mol

2S+1 of number 1 (C37H25IN3O4PYb)?
2